ORCA calculation (the ωB97M-V functional and the def2-TZVPD basis) on a single C6H8FN molecule at a distorted geometry.

Values from the calculation:
ΔE to the lowest compared entry with this formula, charge and spin ... 330.5 kJ/mol
SMILES ... C\C=C/C=N\C=C\F
E_tot ... -387.91235 Ha
HOMO level ... -8.4533 eV
Lowest unoccupied orbital energy ... 0.0146 Eh

The geometry in ORCA input format:
```
! RIJCOSX wB97M-V def2-TZVPD def2/J DEFGRID3
* xyz 0 1
C -1.0829 0.4859 -0.8508
C -0.6641 1.7525 -0.1602
C 1.3365 0.9001 0.6360
C -0.9898 -0.7615 -0.4140
C 1.7085 0.0886 -0.3812
C -0.7853 -1.4573 0.8622
N 0.4337 1.8954 0.4751
F 2.6846 -0.8163 -0.4017
H -1.3295 0.4976 -1.9605
H -1.1580 2.6040 -0.2911
H 1.7459 0.9723 1.5637
H -1.0989 -1.5535 -1.3256
H 1.4227 0.0380 -1.4403
H -1.5663 -2.2442 0.9984
H -0.9096 -0.6847 1.6505
H 0.2526 -1.7169 1.0397
*
```

Okay, here come the Mulliken numbers, in e, for every atom:
1 C -0.389
2 C -0.213
3 C -0.431
4 C 0.154
5 C 0.009
6 C -1.069
7 N -0.523
8 F -0.280
9 H 0.275
10 H 0.554
11 H 0.458
12 H 0.178
13 H 0.365
14 H 0.340
15 H 0.299
16 H 0.272


ORCA calculation (the ωB97M-V functional and the def2-TZVPD basis) on a single C6H8FN molecule at a distorted geometry.

Values from the calculation:
ΔE to the lowest compared entry with this formula, charge and spin ... 297.5 kJ/mol
SMILES ... CC1=CC=C(F)[C@@H]1N
E_tot ... -387.92490 Ha
HOMO level ... -7.9585 eV
Lowest unoccupied orbital energy ... 0.0124 Eh

The geometry in ORCA input format:
```
! RIJCOSX wB97M-V def2-TZVPD def2/J DEFGRID3
* xyz 0 1
C 2.5302 0.2007 -0.0642
C 1.1053 -0.3058 0.0259
C 0.6311 -1.6106 0.0256
C -0.8329 -1.5855 -0.1421
C -1.1098 -0.2243 -0.0214
C -0.0006 0.6161 0.2794
H 2.7873 0.7101 -1.1060
H 2.7433 1.0789 0.8100
H 3.1837 -0.7711 0.3692
H 1.3574 -2.3913 -0.0686
H -1.4126 -2.5185 -0.4800
H 0.0907 0.7433 1.4134
H 0.4108 2.6829 0.2453
H -1.2059 2.1794 -0.2671
N -0.0787 1.9729 -0.3263
F -2.3716 0.2148 0.0832
*
```

Okay, here come the Mulliken numbers, in e, for every atom:
1 C -0.911
2 C 0.133
3 C -0.645
4 C -0.692
5 C 0.341
6 C 0.653
7 H 0.240
8 H 0.242
9 H 0.281
10 H 0.410
11 H 0.333
12 H 0.140
13 H 0.284
14 H 0.294
15 N -0.789
16 F -0.312


ORCA calculation (the ωB97M-V functional and the def2-TZVPD basis) on a molecular structure, C6H8FeLiO6.

Values from the calculation:
ΔE to the lowest compared entry with this formula, charge and spin ... 0.0 kJ/mol
E_tot ... -1956.06519 Ha
HOMO level (alpha / beta) ... -5.1065 / -8.2922 eV
Lowest unoccupied orbital energy (alpha / beta) ... -0.0010 / -0.0019 Eh

The geometry in ORCA input format:
```
! RIJCOSX wB97M-V def2-TZVPD def2/J DEFGRID3
* xyz 0 6
Fe -0.3376 1.0954 1.2733
O -0.8154 -0.8746 1.7275
O 3.0890 -1.2740 0.0544
C 3.8468 -0.0321 -0.0467
C 2.7734 1.0261 0.1342
O 1.5912 0.2090 0.4035
C 1.8467 -1.0860 0.3475
H 4.5955 -0.0423 0.7503
H 4.3285 -0.0165 -1.0272
H 2.5565 1.6137 -0.7621
H 2.9426 1.6882 0.9880
Li 0.1517 -2.3777 0.6479
O -1.7602 -2.1434 0.1811
O -2.8670 -0.3770 1.0552
C -3.4071 0.1484 -0.1662
C -2.6428 1.4326 -0.4946
O -1.2789 1.2373 -0.3908
C -1.7877 -1.1685 0.9462
H -3.2873 -0.6013 -0.9596
H -4.4748 0.3323 0.0048
H -3.0098 2.2292 0.1886
H -2.9481 1.7421 -1.5155
*
```

Okay, here come the Mulliken numbers, in e, for every atom:
1 Fe 0.135
2 O -0.839
3 O -0.281
4 C -0.312
5 C -0.390
6 O 0.039
7 C -0.230
8 H 0.266
9 H 0.267
10 H 0.272
11 H 0.306
12 Li 1.012
13 O -0.855
14 O -0.346
15 C -0.458
16 C -0.348
17 O -0.598
18 C 1.251
19 H 0.283
20 H 0.296
21 H 0.247
22 H 0.281


ORCA calculation (the ωB97M-V functional and the def2-TZVPD basis) on a molecular structure, C6H8HgLiO6 at a distorted geometry.

Values from the calculation:
ΔE to the lowest compared entry with this formula, charge and spin ... 239.3 kJ/mol
E_tot ... -845.71436 Ha
HOMO level (alpha / beta) ... -6.9873 / -8.6826 eV
Lowest unoccupied orbital energy (alpha / beta) ... -0.0423 / -0.0520 Eh

The geometry in ORCA input format:
```
! RIJCOSX wB97M-V def2-TZVPD def2/J DEFGRID3
* xyz 0 2
Li -3.2914 -1.0766 1.6960
O -0.0890 -1.5394 1.0204
O 2.0153 -0.7985 1.3176
C 3.0386 -0.2487 0.5162
C 2.4223 -0.1796 -0.8877
O 1.0884 -0.6025 -0.7175
C 0.7653 -0.6195 0.6855
H 3.3301 0.7485 0.8796
H 3.9150 -0.9071 0.5639
H 2.9035 -0.8669 -1.5951
H 2.4369 0.8440 -1.2916
Hg -1.6603 -2.2245 -0.2483
O 0.6809 1.4774 1.9314
O -0.9989 1.1439 0.5805
C -1.5180 0.9124 -0.7425
C -2.9302 0.3726 -0.5772
O -2.9366 -0.9072 -0.0434
C 0.1839 0.7816 1.0778
H -1.5375 1.8894 -1.2456
H -0.8449 0.2620 -1.3068
H -3.4620 0.3723 -1.5489
H -3.5113 1.1665 -0.0642
*
```

Okay, here come the Mulliken numbers, in e, for every atom:
1 Li 0.849
2 O -0.948
3 O -0.480
4 C -0.428
5 C -0.332
6 O -0.517
7 C 1.306
8 H 0.235
9 H 0.299
10 H 0.266
11 H 0.236
12 Hg 0.442
13 O -0.599
14 O -0.311
15 C -0.343
16 C -0.468
17 O -0.853
18 C 0.367
19 H 0.317
20 H 0.373
21 H 0.279
22 H 0.308


ORCA calculation (the ωB97M-V functional and the def2-TZVPD basis) on a molecular structure, C6H8I2N2 at a distorted geometry.

Values from the calculation:
E_tot ... -938.17374 Ha
HOMO level ... -7.7872 eV
Lowest unoccupied orbital energy ... -0.0668 Eh

The geometry in ORCA input format:
```
! RIJCOSX wB97M-V def2-TZVPD def2/J DEFGRID3
* xyz 0 1
C -2.6709 -1.6006 1.1513
C -1.6027 -1.9512 0.3584
C -0.9320 -0.4582 1.7699
C 1.0510 1.0412 -1.0244
C 1.9356 0.1287 -0.0989
C 1.7285 -1.3695 -0.0525
N -2.2390 -0.6369 2.0893
N -0.5372 -1.1749 0.7481
I 2.4724 -2.2318 1.6825
I 1.4271 -2.3275 -1.7931
H -3.6279 -2.0440 1.1629
H -1.5686 -2.4339 -0.5862
H -0.2073 0.1280 2.3275
H 1.3029 2.0536 -0.7192
H 1.3460 0.8898 -2.0231
H 0.0958 1.1030 -0.7416
H 2.0527 0.3998 0.9341
H 2.9399 0.3272 -0.4796
*
```

Okay, here come the Mulliken numbers, in e, for every atom:
1 C -0.466
2 C -0.383
3 C -0.203
4 C -1.289
5 C -0.814
6 C -0.004
7 N -0.681
8 N 0.219
9 I 0.263
10 I 0.314
11 H 0.395
12 H 0.251
13 H 0.314
14 H 0.368
15 H 0.420
16 H 0.384
17 H 0.466
18 H 0.447


ORCA calculation (the ωB97M-V functional and the def2-TZVPD basis) on a gas-phase ion, C6H8N (charge +1) at a distorted geometry.

Values from the calculation:
ΔE to the lowest compared entry with this formula, charge and spin ... 549.2 kJ/mol
E_tot ... -287.74705 Ha
HOMO level ... -15.4495 eV
Lowest unoccupied orbital energy ... -0.2170 Eh

The geometry in ORCA input format:
```
! RIJCOSX wB97M-V def2-TZVPD def2/J DEFGRID3
* xyz 1 1
C -0.8345 -0.5669 2.0086
C -1.2018 0.6283 1.5220
C 1.4417 -0.3084 0.5842
C 0.5141 -1.4934 0.7069
C 0.0933 -0.1807 0.0311
C -0.4515 0.1365 -1.2827
N -0.1846 -1.5857 1.9604
H -2.1922 0.7656 1.1075
H -0.7235 1.5254 1.8949
H 1.7555 0.2110 1.4795
H 2.2334 -0.3842 -0.1546
H 0.6824 -2.4256 0.1865
H 0.1734 -0.3864 -2.0159
H -0.4137 1.1963 -1.5308
H -1.4652 -0.2382 -1.4078
*
```

Okay, here come the Mulliken numbers, in e, for every atom:
1 C 0.662
2 C -0.642
3 C -0.685
4 C -0.216
5 C 0.876
6 C -1.266
7 N -0.401
8 H 0.349
9 H 0.305
10 H 0.249
11 H 0.298
12 H 0.387
13 H 0.378
14 H 0.342
15 H 0.364


ORCA calculation (the ωB97M-V functional and the def2-TZVPD basis) on a gas-phase ion, C6H8N (charge +1) at a distorted geometry.

Values from the calculation:
ΔE to the lowest compared entry with this formula, charge and spin ... 716.3 kJ/mol
E_tot ... -287.68342 Ha
HOMO level (alpha / beta) ... -13.5295 / -13.2186 eV
Lowest unoccupied orbital energy (alpha / beta) ... -0.1984 / -0.2119 Eh

The geometry in ORCA input format:
```
! RIJCOSX wB97M-V def2-TZVPD def2/J DEFGRID3
* xyz 1 1
C -0.3913 1.5110 1.3880
C 0.2965 0.4852 1.7450
C -0.6492 0.3770 -0.8704
C -1.8615 -0.0077 -1.1746
C 1.4413 -0.3027 -1.5271
C 0.7155 -0.6381 0.8711
N 0.4863 -0.3159 -0.6134
H -1.0203 2.3415 1.5446
H 0.3650 0.0948 2.8218
H -2.1048 -1.0265 -1.5144
H -2.6902 0.7480 -0.9456
H 2.4357 -0.7929 -1.3054
H 1.2390 0.1143 -2.5274
H 1.7026 -1.0425 1.0662
H 0.0355 -1.5454 1.0417
*
```

Okay, here come the Mulliken numbers, in e, for every atom:
1 C -0.389
2 C -0.095
3 C -0.184
4 C -0.455
5 C -0.079
6 C -0.480
7 N 0.184
8 H 0.425
9 H 0.285
10 H 0.285
11 H 0.255
12 H 0.251
13 H 0.300
14 H 0.413
15 H 0.284